(1)
Molecular formula: C48H84F24N9O21S8
Method: DFT, wB97M-V/def2-TZVPD

Geometry as ORCA input:
```
! RIJCOSX wB97M-V def2-TZVPD def2/J DEFGRID3
* xyz 1 1
C -1.32 0.32 -0.78
C -0.33 -0.80 -0.34
C 1.08 -0.33 -0.34
C 1.47 0.58 0.86
C 1.26 -0.22 2.16
C -0.21 -0.56 2.41
N -0.76 -1.26 1.13
O -1.63 -1.97 1.24
C -1.14 0.69 2.63
C -0.37 -1.55 3.49
C -0.53 -2.11 -1.07
H -2.32 -0.04 -0.82
H -1.18 0.48 -1.84
H -1.05 1.28 -0.40
H 1.29 0.15 -1.31
H 1.75 -1.20 -0.33
H 0.85 1.47 0.84
H 2.52 0.80 0.80
H 1.64 0.35 3.00
H 1.80 -1.18 2.19
H -2.22 0.53 2.63
H -1.02 1.57 2.00
H -0.85 1.05 3.61
H -0.02 -1.26 4.47
H 0.20 -2.46 3.30
H -1.42 -1.72 3.66
H -0.12 -2.97 -0.56
H -0.14 -2.10 -2.08
H -1.60 -2.25 -1.16
C 0.85 2.02 -8.77
C 1.25 0.78 -8.03
C 2.36 -0.06 -8.68
C 3.06 -1.03 -7.70
C 3.83 -0.19 -6.70
C 2.84 0.65 -5.86
N 1.78 1.32 -6.69
O 1.21 2.18 -6.19
C 3.48 1.78 -5.12
C 1.93 -0.15 -4.79
C -0.10 0.09 -7.66
H 0.45 1.78 -9.75
H 1.76 2.60 -8.91
H 0.29 2.70 -8.15
H 3.17 0.53 -9.06
H 1.93 -0.58 -9.54
H 3.69 -1.74 -8.25
H 2.33 -1.71 -7.24
H 4.60 0.40 -7.20
H 4.40 -0.87 -6.06
H 4.32 1.47 -4.50
H 2.81 2.27 -4.42
H 3.86 2.44 -5.91
H 2.63 -0.64 -4.11
H 1.35 -1.00 -5.13
H 1.27 0.53 -4.27
H -0.67 0.77 -7.04
H -0.06 -0.88 -7.20
H -0.60 -0.09 -8.60
C -6.13 -1.20 5.18
C -6.03 -2.16 3.89
C -7.04 -3.28 3.98
C -8.50 -2.72 3.97
C -8.84 -2.09 2.63
C -7.91 -0.98 2.24
N -6.43 -1.27 2.68
O -5.65 -0.68 2.13
C -8.19 0.37 2.97
C -7.76 -0.71 0.76
C -4.64 -2.68 3.60
H -5.53 -0.29 5.05
H -5.68 -1.84 5.94
H -7.10 -0.87 5.54
H -6.88 -3.94 4.82
H -6.91 -4.07 3.24
H -8.52 -2.01 4.80
H -9.18 -3.52 4.23
H -9.89 -1.78 2.56
H -8.79 -2.89 1.88
H -8.35 0.28 4.05
H -9.09 0.79 2.57
H -7.33 1.03 2.89
H -7.32 -1.58 0.28
H -6.97 0.01 0.53
H -8.60 -0.30 0.23
H -4.64 -3.19 2.63
H -4.39 -3.42 4.35
H -3.87 -1.91 3.64
C 8.86 -2.32 -0.10
C 8.43 -0.93 -0.55
C 7.49 -0.90 -1.73
C 6.05 -1.24 -1.45
C 5.48 -0.26 -0.42
C 6.13 -0.29 0.94
N 7.66 -0.29 0.68
O 8.33 0.08 1.59
C 5.90 -1.62 1.76
C 5.95 0.90 1.81
C 9.61 -0.02 -0.63
H 9.40 -2.25 0.84
H 9.41 -2.72 -0.95
H 8.10 -3.10 0.01
H 7.94 -1.44 -2.57
H 7.47 0.10 -2.19
H 5.96 -2.26 -1.05
H 5.53 -1.21 -2.40
H 4.42 -0.50 -0.34
H 5.56 0.74 -0.83
H 4.84 -1.61 1.95
H 6.33 -1.67 2.75
H 6.15 -2.56 1.26
H 6.52 0.81 2.72
H 4.89 1.05 2.02
H 6.24 1.89 1.46
H 10.16 -0.15 0.30
H 9.26 1.00 -0.78
H 10.20 -0.35 -1.50
C -0.02 4.52 1.65
C -0.21 5.20 0.37
C -0.36 4.31 -0.85
O -0.68 5.10 -1.96
C -1.24 4.30 -2.99
N -1.51 6.01 0.35
H -1.58 6.84 0.95
H -1.81 6.40 -0.59
H -2.36 5.43 0.61
H 0.82 3.85 1.57
H -0.83 3.83 1.91
H 0.04 5.19 2.51
H 0.57 5.97 0.27
H -1.13 3.55 -0.75
H 0.57 3.75 -1.05
H -1.70 4.90 -3.75
H -2.04 3.66 -2.64
H -0.57 3.58 -3.45
C 1.19 -6.69 -0.13
F 1.69 -5.67 -0.94
F 0.70 -7.66 -0.91
F 2.22 -7.17 0.60
S -0.12 -5.92 0.90
O 0.26 -4.50 0.93
O -1.25 -6.35 0.17
N 0.05 -6.72 2.23
S 0.73 -5.82 3.55
O 2.00 -5.22 3.34
O -0.27 -5.16 4.32
C 1.17 -7.22 4.61
F 0.24 -8.03 5.06
F 2.16 -8.01 4.13
F 1.66 -6.53 5.66
C 8.07 3.01 5.00
F 8.54 4.26 5.06
F 7.95 2.66 3.67
F 8.93 2.09 5.59
S 6.53 2.73 5.93
O 6.40 1.30 5.77
O 6.82 3.34 7.16
N 5.48 3.48 4.96
S 3.97 2.86 5.02
O 3.65 1.85 4.06
O 3.45 2.83 6.37
C 2.99 4.20 4.36
F 1.79 3.55 4.17
F 2.77 5.21 5.15
F 3.38 4.69 3.14
C -6.05 4.12 3.42
F -6.40 3.21 4.39
F -6.98 4.07 2.42
F -5.95 5.40 3.89
S -4.41 3.62 2.87
O -3.48 4.21 3.76
O -4.60 2.19 2.80
N -4.24 4.35 1.41
S -4.61 3.33 0.07
O -3.38 2.74 -0.36
O -5.89 2.70 0.07
C -4.76 4.51 -1.25
F -4.67 3.82 -2.39
F -5.89 5.19 -1.20
F -3.69 5.40 -1.30
C -4.80 -3.64 -0.90
F -5.32 -4.72 -1.51
F -5.52 -3.51 0.32
F -3.51 -3.83 -0.59
S -5.11 -2.05 -1.73
O -6.49 -2.28 -2.13
O -4.77 -1.17 -0.65
N -4.05 -2.12 -2.89
S -3.98 -0.79 -3.89
O -5.09 -0.63 -4.75
O -3.38 0.32 -3.28
C -2.74 -1.23 -5.04
F -2.79 -2.28 -5.87
F -2.79 -0.12 -5.93
F -1.52 -1.19 -4.52
*
```

Calculated values
HOMO-LUMO gap = 4.51 eV
E = -9533.61351 Ha
E_HOMO = -10.369 eV

Mulliken atomic charge list, values in e, 4 entries: atom 1 (C): -0.528, atom 2 (C): 1.852, atom 3 (C): -0.866, atom 4 (C): 0.604

***

(2)
Molecular formula: C48H102O35P2
Method: DFT, wB97M-V/def2-TZVPD

Geometry as ORCA input:
```
! RIJCOSX wB97M-V def2-TZVPD def2/J DEFGRID3
* xyz 0 1
C -0.45 7.97 6.66
C 0.12 6.79 6.04
O -0.84 6.38 5.12
P -1.85 5.19 5.48
O -1.16 4.18 6.37
O -2.30 4.55 4.05
C -3.61 4.06 3.89
C -4.50 5.14 3.16
O -3.26 5.89 6.00
C -3.52 5.83 7.39
C -4.31 4.55 7.80
H 0.06 8.02 7.62
H -0.33 8.86 6.04
H -1.50 7.89 6.93
H 1.11 6.93 5.61
H 0.34 6.07 6.83
H -3.50 3.21 3.23
H -4.02 3.64 4.81
H -4.40 6.15 3.56
H -4.28 5.15 2.09
H -5.53 4.81 3.03
H -2.65 5.93 8.03
H -4.09 6.71 7.69
H -3.76 3.65 7.52
H -4.53 4.49 8.87
H -5.22 4.61 7.19
C 1.99 -4.36 10.42
C 1.82 -4.82 8.93
O 2.96 -4.41 8.11
P 3.34 -5.03 6.67
O 2.39 -6.03 6.19
O 3.62 -3.77 5.72
C 2.58 -3.23 4.91
C 1.53 -2.58 5.82
O 4.81 -5.70 6.90
C 5.60 -6.00 5.80
C 5.35 -7.41 5.16
H 2.10 -3.28 10.54
H 1.18 -4.67 11.08
H 2.92 -4.75 10.83
H 1.68 -5.90 8.99
H 0.96 -4.35 8.46
H 2.98 -2.53 4.18
H 2.08 -3.87 4.19
H 2.09 -1.86 6.42
H 0.88 -2.04 5.14
H 0.98 -3.33 6.38
H 5.70 -5.33 4.95
H 6.59 -6.26 6.19
H 4.48 -7.36 4.51
H 6.22 -7.56 4.52
H 5.42 -8.22 5.88
C 3.77 6.02 -1.91
C 2.84 7.17 -2.14
O 3.52 8.39 -2.19
C 3.58 9.14 -3.26
O 3.30 8.75 -4.39
O 4.23 10.28 -2.93
C 4.34 11.34 -3.92
H 3.44 5.07 -2.30
H 3.92 5.90 -0.83
H 4.77 6.30 -2.24
H 2.08 7.17 -1.36
H 2.44 6.92 -3.13
H 3.49 11.30 -4.60
H 5.08 11.02 -4.65
H 4.35 12.40 -3.66
C -0.71 -3.18 0.08
C -0.11 -2.63 -1.16
O -0.79 -1.44 -1.56
C -0.53 -0.36 -0.85
O 0.17 -0.30 0.12
O -1.18 0.72 -1.27
C -0.79 2.04 -0.81
H -1.52 -3.81 -0.27
H -1.09 -2.49 0.83
H 0.02 -3.84 0.56
H -0.13 -3.33 -2.00
H 0.98 -2.50 -1.12
H -0.90 2.18 0.26
H -1.44 2.77 -1.30
H 0.18 2.25 -1.25
C 4.10 -1.57 -5.67
C 4.05 -1.51 -7.23
O 5.18 -2.16 -7.83
C 6.14 -1.46 -8.39
O 6.56 -0.38 -7.95
O 6.66 -2.06 -9.41
C 7.25 -1.42 -10.54
H 5.06 -1.26 -5.24
H 4.06 -2.62 -5.41
H 3.30 -0.98 -5.23
H 3.88 -0.49 -7.57
H 3.10 -2.00 -7.45
H 6.83 -1.83 -11.45
H 8.30 -1.69 -10.51
H 7.14 -0.34 -10.67
C -4.06 -11.84 -0.63
C -3.90 -10.53 -1.45
O -3.67 -9.42 -0.53
C -4.57 -8.50 -0.30
O -5.68 -8.32 -0.88
O -4.05 -7.82 0.70
C -4.69 -6.82 1.36
H -4.83 -11.87 0.14
H -3.15 -12.13 -0.10
H -4.27 -12.59 -1.39
H -4.74 -10.37 -2.13
H -3.00 -10.78 -2.01
H -5.49 -6.31 0.82
H -3.92 -6.14 1.72
H -5.14 -7.18 2.28
C -5.41 2.29 -11.51
C -5.67 3.53 -10.54
O -4.96 3.24 -9.33
C -4.33 4.24 -8.64
O -4.37 5.44 -8.85
O -3.42 3.67 -7.92
C -2.41 4.38 -7.17
H -5.74 1.40 -10.98
H -4.36 2.05 -11.64
H -5.87 2.30 -12.50
H -6.73 3.72 -10.41
H -5.19 4.36 -11.05
H -1.39 3.99 -7.22
H -2.71 4.35 -6.13
H -2.35 5.46 -7.30
C -0.71 -10.36 3.08
C -1.36 -9.09 3.77
O -2.68 -9.52 4.23
C -3.17 -8.78 5.19
O -2.70 -7.74 5.67
O -4.34 -9.20 5.65
C -5.13 -10.22 5.05
H -0.26 -11.02 3.82
H 0.20 -10.18 2.52
H -1.48 -10.98 2.61
H -1.42 -8.19 3.17
H -0.67 -8.85 4.58
H -4.67 -11.19 5.24
H -5.13 -10.07 3.97
H -6.15 -10.15 5.43
C -2.87 -7.57 -5.67
C -2.11 -6.40 -6.37
O -1.22 -6.66 -7.36
C 0.06 -7.15 -6.99
O 0.51 -7.10 -5.91
O 0.70 -7.65 -8.10
C 0.14 -7.81 -9.33
H -2.15 -8.23 -5.18
H -3.62 -8.10 -6.25
H -3.39 -7.09 -4.84
H -1.80 -5.75 -5.55
H -2.82 -5.71 -6.80
H 0.53 -7.01 -9.97
H -0.94 -7.80 -9.41
H 0.46 -8.79 -9.67
C -2.22 11.45 -5.33
C -2.30 10.08 -4.70
O -2.82 9.96 -3.36
C -2.36 8.99 -2.44
O -1.65 7.98 -2.66
O -2.73 9.51 -1.22
C -2.05 9.01 0.00
H -1.75 12.26 -4.77
H -3.23 11.84 -5.27
H -1.84 11.37 -6.35
H -1.36 9.55 -4.83
H -3.08 9.56 -5.27
H -2.55 9.11 0.97
H -1.07 9.49 0.05
H -1.82 7.95 -0.06
C 5.93 6.75 7.45
C 6.12 6.48 5.99
O 5.33 5.36 5.65
C 5.15 4.81 4.40
O 5.88 5.06 3.42
O 4.13 4.00 4.44
C 3.78 3.27 3.31
H 5.88 5.86 8.09
H 4.94 7.18 7.60
H 6.59 7.54 7.79
H 7.18 6.27 5.80
H 5.96 7.32 5.31
H 4.32 3.54 2.40
H 2.75 3.30 2.96
H 3.90 2.21 3.54
*
```

Calculated values
HOMO-LUMO gap = 10.17 eV
E = -5206.21600 Ha
E_HOMO = -10.005 eV

Mulliken atomic charge list, values in e, 4 entries: atom 1 (C): -0.968, atom 2 (C): -0.311, atom 3 (O): -0.271, atom 4 (P): 0.806

***

(3)
Molecular formula: C34H34ClCoI2N7O6
Method: DFT, wB97M-V/def2-TZVPD

Geometry as ORCA input:
```
! RIJCOSX wB97M-V def2-TZVPD def2/J DEFGRID3
* xyz 0 4
Co -0.63 -2.45 -0.34
O -1.52 -5.94 4.55
C -1.36 -5.14 3.47
C -0.62 -5.55 2.36
C -0.53 -4.68 1.25
N -1.04 -3.49 1.23
C -1.84 -2.97 2.34
C -1.95 -3.90 3.49
C -1.66 -0.60 1.58
O -1.74 1.72 2.47
O -1.09 -0.85 0.46
C 0.18 -5.05 -0.05
O 0.56 -6.20 -0.22
O 0.28 -4.06 -0.87
H -1.08 -6.79 4.40
H -0.14 -6.52 2.30
H -2.55 -3.59 4.33
C -2.62 -0.35 4.50
C -3.37 -0.10 3.27
C -3.61 0.87 0.99
C -3.16 -2.74 1.65
C -1.18 -1.56 2.73
C -1.54 -1.09 4.21
N -3.57 -2.37 0.62
N -4.18 -1.99 -0.41
C -3.60 -2.38 -1.61
C -4.39 -2.20 -2.76
C -3.90 -2.61 -3.97
C -2.64 -3.23 -4.03
C -1.92 -3.34 -2.87
N -2.36 -2.89 -1.67
H -2.91 -0.04 5.49
H -4.36 -0.52 3.26
H -4.29 1.25 0.26
H -0.10 -1.70 2.62
H -0.87 -1.48 4.98
H -5.36 -1.75 -2.65
H -4.49 -2.48 -4.87
H -2.24 -3.60 -4.96
H -0.94 -3.79 -2.85
C 3.58 5.23 -1.95
C 3.50 3.79 -2.47
C 4.94 3.30 -2.68
C 2.80 3.84 -3.84
C 2.69 2.86 -1.49
O 1.30 3.13 -1.56
C 3.20 2.94 -0.03
C 2.76 4.10 0.92
C 1.48 3.82 1.67
C 1.50 3.00 2.80
C 0.33 2.48 3.33
C -0.87 2.77 2.69
Cl -2.64 0.57 2.05
C -0.93 3.76 1.71
C 0.25 4.29 1.22
C 2.87 1.40 -2.02
N 1.73 0.49 -1.98
C 1.42 -0.50 -1.14
N 0.36 -1.15 -1.58
C 0.03 -0.50 -2.72
N 0.84 0.49 -3.01
H 4.07 5.85 -2.69
H 4.16 5.30 -1.03
H 2.59 5.66 -1.77
H 5.46 4.01 -3.33
H 4.99 2.33 -3.16
H 5.50 3.25 -1.74
H 3.29 4.59 -4.47
H 1.75 4.12 -3.74
H 2.83 2.89 -4.37
H 1.16 4.05 -1.33
H 4.29 2.96 -0.06
H 2.91 2.01 0.47
H 2.66 5.05 0.39
H 3.57 4.23 1.64
H 2.45 2.71 3.23
H 0.33 1.77 4.15
H -1.89 4.00 1.28
H 0.20 5.04 0.44
H 3.69 0.92 -1.48
H 3.11 1.44 -3.07
H 1.98 -0.72 -0.25
H -0.80 -0.77 -3.34
I -3.16 -6.25 -0.68
I -1.97 -8.39 0.30
*
```

Calculated values
HOMO-LUMO gap (spin up / spin down) = 4.83 / 4.69 eV
<S²> = 3.8410
E = -4588.36266 Ha
E_HOMO (spin up / spin down) = -6.079 / -6.447 eV

Mulliken atomic charge list, values in e, 4 entries: atom 1 (Co): 0.041, atom 2 (O): -0.557, atom 3 (C): 0.766, atom 4 (C): -0.988

***

(4)
Molecular formula: C4H7NO2
Method: DFT, wB97M-V/def2-TZVPD

Geometry as ORCA input:
```
! RIJCOSX wB97M-V def2-TZVPD def2/J DEFGRID3
* xyz 0 1
C -0.96 -1.09 0.64
C -0.38 0.05 -0.21
C -1.13 1.35 0.06
O -2.27 1.40 0.45
C 1.09 0.27 0.08
O 1.45 0.79 1.12
N 1.97 -0.14 -0.88
H -0.76 -0.89 1.70
H -2.04 -1.14 0.51
H -0.51 -2.05 0.38
H -0.54 -0.18 -1.28
H -0.56 2.28 -0.16
H 1.67 -0.61 -1.72
H 2.95 -0.05 -0.69
*
```

Calculated values
HOMO-LUMO gap = 10.66 eV
ΔE to the lowest compared entry with this formula, charge and spin = 45.3 kJ/mol
E = -361.86361 Ha
E_HOMO = -10.004 eV

Mulliken atomic charge list, values in e, 4 entries: atom 1 (C): -1.401, atom 2 (C): 0.612, atom 3 (C): -0.172, atom 4 (O): -0.481